No. 1
Entry from the OMol25 dataset: a molecular structure, C37H35IN2O4PTa (ωB97M-V/def2-TZVPD).

Last column: Löwdin charge in e.
CARTESIAN COORDINATES (ANGSTROEM)
Ta1 -0.842 0.803 0.581  1.63
C1 3.486 0.807 2.256  0.02
C2 2.659 -0.387 2.603  -0.23
N1 3.264 -1.437 3.148  0.16
C3 2.563 -2.500 3.528  -0.04
C4 1.183 -2.567 3.469  -0.12
C5 0.428 -3.761 3.968  -0.18
O1 -0.509 -4.133 2.955  -0.06
C6 0.518 -1.480 2.889  -0.08
C7 -0.925 -1.374 2.969  0.00
N2 -1.630 -0.511 2.330  -0.06
C8 -3.005 -0.402 2.706  -0.35
C9 -3.847 -1.496 2.823  0.00
C10 -5.160 -1.304 3.229  -0.03
C11 -5.632 -0.032 3.517  -0.04
C12 -4.801 1.073 3.385  -0.10
C13 -3.500 0.866 2.973  -0.57
I1 -2.164 2.459 2.685  1.29
C14 1.277 -0.422 2.390  -0.23
O2 0.668 0.580 1.701  -0.29
H1 4.537 0.540 2.316  0.10
H2 3.289 1.614 2.967  0.11
H3 3.261 1.178 1.259  0.05
H4 3.132 -3.335 3.922  0.13
H5 -0.095 -3.521 4.901  0.14
H6 1.131 -4.568 4.181  0.13
H7 -0.898 -4.983 3.189  0.11
H8 -1.419 -2.019 3.692  0.15
H9 -3.478 -2.485 2.578  0.13
H10 -5.822 -2.156 3.318  0.12
H11 -6.656 0.110 3.836  0.12
H12 -5.172 2.067 3.597  0.11
C15 2.737 3.146 -0.556  -0.03
C16 3.367 1.854 -1.008  -0.29
C17 4.753 1.755 -1.052  -0.03
C18 5.388 0.571 -1.396  -0.03
C19 4.641 -0.556 -1.702  -0.05
C20 3.260 -0.483 -1.681  -0.06
C21 2.618 0.712 -1.346  -0.28
P1 0.816 0.793 -1.421  1.10
C22 0.250 -0.886 -1.811  -0.34
C23 0.267 -1.675 -0.651  -0.15
C24 -0.204 -2.982 -0.650  -0.04
C25 -0.676 -3.504 -1.842  -0.03
C26 -0.660 -2.735 -3.003  0.00
C27 -0.206 -1.419 -3.022  -0.24
C28 -0.190 -0.627 -4.296  -0.02
C29 0.332 2.200 -2.401  -0.35
C30 0.847 2.524 -3.655  -0.07
C31 0.469 3.709 -4.255  -0.04
C32 -0.406 4.568 -3.595  -0.03
C33 -0.885 4.256 -2.333  -0.02
C34 -0.506 3.072 -1.710  -0.33
C35 -0.950 2.785 -0.292  -0.38
H13 3.463 3.746 -0.011  0.10
H14 1.893 2.964 0.115  0.06
H15 2.374 3.740 -1.395  0.09
H16 5.346 2.625 -0.796  0.13
H17 6.469 0.530 -1.418  0.12
H18 5.129 -1.485 -1.965  0.12
H19 2.682 -1.361 -1.941  0.11
H20 0.797 -1.323 0.234  0.08
H21 -0.167 -3.577 0.255  0.11
H22 -1.033 -4.525 -1.886  0.12
H23 -1.005 -3.176 -3.931  0.13
H24 -0.571 -1.219 -5.126  0.09
H25 0.827 -0.320 -4.548  0.09
H26 -0.804 0.270 -4.204  0.08
H27 1.539 1.857 -4.154  0.11
H28 0.853 3.971 -5.232  0.12
H29 -0.702 5.496 -4.065  0.12
H30 -1.546 4.946 -1.821  0.13
H31 -2.012 3.054 -0.209  0.04
H32 -0.437 3.488 0.383  0.06
C36 -3.947 -0.931 -1.714  0.05
C37 -2.808 -0.070 -1.291  -0.58
O3 -2.179 0.689 -1.997  0.07
O4 -2.434 -0.204 -0.011  -0.22
H33 -4.385 -0.550 -2.632  0.10
H34 -4.691 -1.003 -0.923  0.10
H35 -3.551 -1.932 -1.901  0.10

Forces on the atoms, in the same order (eV/Å):
0.0 -0.7 0.1
0.0 0.0 0.1
0.1 -0.1 0.0
0.1 0.1 0.0
0.0 -0.1 0.1
0.0 0.0 0.0
0.0 0.0 0.0
0.0 -0.1 0.0
0.1 0.0 -0.1
-0.1 0.1 0.0
0.1 -0.2 0.2
0.1 0.1 0.0
0.0 0.0 0.0
0.0 0.0 0.0
0.0 0.0 0.0
0.0 0.1 0.0
0.0 -0.1 0.0
-0.1 -0.1 0.0
0.0 0.0 0.2
0.1 0.2 -0.2
0.0 0.0 0.0
0.0 0.0 0.0
0.0 0.0 0.0
0.0 0.0 0.0
0.0 0.0 0.0
0.0 0.0 0.0
0.0 0.0 0.0
0.0 0.0 0.0
0.0 0.0 0.0
0.0 0.0 0.0
0.0 0.0 0.0
0.0 0.0 0.0
0.0 0.0 0.0
0.0 0.0 0.0
0.0 0.0 0.0
0.0 0.0 0.0
0.0 0.0 0.0
0.0 0.0 0.0
0.0 0.0 0.0
0.1 -0.1 0.0
0.1 0.0 0.0
0.0 0.0 0.1
0.0 0.0 0.0
0.0 0.0 0.0
0.0 0.0 0.0
0.0 0.0 0.0
0.0 0.0 0.0
0.0 0.0 0.0
0.0 0.0 0.0
0.0 0.0 0.0
0.0 0.0 0.0
0.0 0.0 0.0
0.0 -0.1 -0.1
0.0 0.4 0.0
0.0 0.0 0.0
0.0 0.0 0.0
0.0 0.0 0.0
0.0 0.0 0.0
0.0 0.0 0.0
0.0 0.0 0.0
0.0 0.0 0.0
-0.1 0.0 0.0
0.0 0.0 0.0
0.0 0.0 0.0
0.0 0.0 0.0
0.0 0.0 0.0
0.0 0.0 0.0
0.0 0.0 0.0
0.0 0.0 0.0
0.0 0.0 0.0
0.0 0.0 0.0
0.0 0.0 0.0
0.0 0.0 0.0
0.0 0.0 0.0
0.0 0.1 0.0
-0.1 0.0 -0.1
0.0 0.1 -0.1
0.0 0.1 0.1
0.0 0.0 0.0
0.0 0.0 0.0
0.0 0.0 0.0

As for the HOMO-LUMO gap: 7.5 eV. Its LUMO energy is -6.48 eV. The charge is +2. For the energy above the lowest of the compared OMol25 structures with the same formula, charge and spin, the calculation gives 0.731 eV. Its HOMO energy is -14.027 eV.

=====

No. 2
Entry from the OMol25 dataset: a gas-phase ion, C12H19I2N2OS2 (charge +1) (ωB97M-V/def2-TZVPD).

Last column: natural (NBO) charge in e.
CARTESIAN COORDINATES (ANGSTROEM)
C1 -3.609 -0.866 -1.080  -0.65
C2 -3.188 -2.351 -1.502  -0.23
N1 -1.770 -2.731 -1.227  -0.51
C3 -1.236 -2.183 0.042  -0.22
C4 -0.387 -0.833 -0.084  -0.45
C5 0.123 -0.483 1.428  -0.05
C6 -0.771 0.490 2.323  -0.54
S1 -0.373 2.113 1.499  0.36
C7 1.395 1.636 1.175  0.27
C8 2.629 2.582 0.907  -0.34
I1 3.557 2.356 -1.073  0.25
C9 3.140 3.520 1.828  -0.06
C10 4.396 4.454 1.463  -0.69
I2 2.233 3.792 3.780  0.24
N2 1.405 0.289 1.202  -0.49
S2 2.898 -0.617 0.969  0.25
C11 -0.880 -2.518 -2.372  0.70
C12 -0.905 -1.282 -3.374  -0.75
O1 0.016 -3.377 -2.564  -0.53
H1 -3.642 -0.756 0.051  0.20
H2 -4.689 -0.719 -1.452  0.24
H3 -2.967 -0.039 -1.517  0.20
H4 -3.397 -2.462 -2.627  0.22
H5 -3.861 -3.114 -0.978  0.22
H6 -2.027 -2.035 0.859  0.21
H7 -0.521 -2.984 0.468  0.22
H8 0.559 -0.912 -0.706  0.24
H9 -1.069 0.038 -0.399  0.23
H10 0.389 -1.498 1.875  0.25
H11 -1.860 0.199 2.434  0.29
H12 -0.169 0.530 3.304  0.25
H13 4.232 4.897 0.424  0.25
H14 5.363 3.832 1.434  0.26
H15 4.532 5.303 2.220  0.26
H16 2.991 -1.330 2.162  0.16
H17 -1.255 -1.618 -4.413  0.27
H18 -1.472 -0.378 -2.986  0.22
H19 0.188 -0.944 -3.493  0.25

Forces on the atoms, in the same order (eV/Å):
-1.0 -0.4 0.0
-0.7 0.6 -0.4
-0.6 1.8 -0.7
1.6 -0.6 0.7
-0.9 0.6 1.7
-0.5 -0.5 -1.7
2.6 -1.0 -0.1
1.5 0.0 0.0
-1.1 -1.1 0.5
-0.4 0.5 1.5
-0.8 0.1 1.4
-0.2 -0.9 -2.0
-0.4 -0.3 0.3
0.7 -0.3 -1.3
1.4 1.4 1.1
-0.1 -0.2 0.3
2.8 -2.4 -0.6
0.3 0.1 0.2
-2.7 2.9 0.8
0.1 -0.1 -1.4
1.6 -0.1 0.6
-0.8 -1.1 0.4
0.5 0.0 1.7
0.9 1.2 -0.6
0.8 -0.3 -1.5
-0.9 1.2 -0.6
-1.4 -0.1 0.5
1.2 -1.3 0.1
-0.3 1.6 -0.1
1.4 0.7 -0.3
-1.6 0.0 -1.0
0.2 -0.6 1.4
-1.5 0.8 0.1
-0.4 -1.4 -1.1
-0.6 0.8 -0.7
0.3 0.5 1.6
0.4 -1.3 -0.6
-1.6 -0.7 0.2

As for the HOMO-LUMO gap: 6.9 eV. Its LUMO energy is -4.74 eV. The charge is +1. Its HOMO energy is -11.653 eV.

=====

No. 3
Entry from the OMol25 dataset: 3 unconnected molecules or ions with the total composition C28H56N3O4S (ωB97M-V/def2-TZVPD).

Last column: Mulliken spin population.
CARTESIAN COORDINATES (ANGSTROEM)
C1 4.384 0.807 1.393  0.00
C2 2.946 0.084 1.058  0.00
C3 2.492 0.368 -0.524  0.00
C4 2.249 1.981 -0.767  0.00
C5 1.793 2.379 -2.291  0.00
N1 1.362 2.515 0.334  0.00
C6 -0.110 2.350 0.052  0.00
C7 -0.851 1.880 1.475  0.00
C8 -0.882 0.242 1.463  0.00
S1 -2.388 -0.499 0.583  0.00
C9 1.783 3.952 0.529  0.00
C10 0.723 4.890 1.355  0.00
O1 0.702 4.958 2.707  0.00
O2 -0.289 5.699 0.616  0.00
H1 4.363 1.991 1.250  0.00
H2 5.270 0.377 0.752  0.00
H3 4.600 0.655 2.557  0.00
H4 2.119 0.466 1.827  0.00
H5 3.023 -1.078 1.235  0.00
H6 3.368 -0.021 -1.220  0.00
H7 1.560 -0.305 -0.739  0.00
H8 3.316 2.490 -0.602  0.00
H9 0.776 1.896 -2.629  0.00
H10 1.690 3.544 -2.383  0.00
H11 2.606 2.055 -3.098  0.00
H12 -0.271 1.422 -0.682  0.00
H13 -0.633 3.263 -0.458  0.00
H14 -1.883 2.401 1.651  0.00
H15 -0.131 2.237 2.340  0.00
H16 -0.763 -0.129 2.578  0.00
H17 0.078 -0.158 0.884  0.00
H18 -2.018 -1.794 0.118  0.00
H19 2.107 4.507 -0.469  0.00
H20 2.778 3.916 1.189  0.00
C11 -7.249 2.784 -1.994  0.01
C12 -6.279 2.091 -0.999  0.02
C13 -7.094 1.203 -0.023  0.02
C14 -7.880 2.013 1.002  -0.02
C15 -6.966 2.973 1.755  0.02
C16 -6.099 3.872 0.833  0.03
N2 -5.443 3.116 -0.285  0.26
O3 -4.328 2.447 0.255  0.66
C17 -6.962 5.018 0.241  0.01
C18 -5.075 4.633 1.743  -0.01
C19 -5.427 1.159 -1.923  -0.01
H21 -7.667 2.061 -2.706  0.00
H22 -8.116 3.240 -1.519  0.00
H23 -6.732 3.551 -2.583  -0.01
H24 -6.421 0.521 0.514  0.00
H25 -7.789 0.564 -0.582  0.00
H26 -8.694 2.563 0.519  0.00
H27 -8.357 1.331 1.716  0.00
H28 -7.577 3.595 2.422  0.00
H29 -6.314 2.377 2.409  0.00
H30 -6.405 5.580 -0.517  -0.01
H31 -7.255 5.736 1.020  0.00
H32 -7.899 4.680 -0.198  0.00
H33 -4.454 3.953 2.338  0.00
H34 -5.592 5.278 2.463  0.00
H35 -4.412 5.272 1.147  0.00
H36 -4.828 1.746 -2.629  0.00
H37 -6.070 0.494 -2.513  0.00
H38 -4.752 0.504 -1.360  0.00
C20 5.728 -6.937 -0.643  0.01
C21 5.329 -5.873 0.416  0.03
C22 3.794 -5.910 0.627  0.02
C23 3.018 -5.320 -0.546  -0.02
C24 3.502 -3.910 -0.863  0.02
C25 5.038 -3.798 -1.057  0.03
N3 5.823 -4.514 0.003  0.27
O4 5.822 -3.700 1.151  0.65
C26 5.440 -4.346 -2.452  0.02
C27 5.392 -2.275 -1.158  -0.02
C28 6.022 -6.392 1.720  -0.01
H39 5.621 -7.952 -0.241  0.00
H40 5.108 -6.923 -1.537  0.00
H41 6.776 -6.821 -0.946  -0.01
H42 3.526 -5.356 1.537  0.00
H43 3.459 -6.942 0.793  0.00
H44 3.106 -5.961 -1.429  0.00
H45 1.951 -5.291 -0.296  0.00
H46 2.981 -3.551 -1.760  0.00
H47 3.184 -3.250 -0.044  0.00
H48 6.530 -4.404 -2.554  -0.01
H49 5.078 -3.689 -3.255  0.00
H50 5.020 -5.325 -2.678  0.00
H51 5.056 -1.706 -0.284  0.01
H52 4.902 -1.814 -2.025  0.00
H53 6.472 -2.125 -1.273  0.00
H54 7.114 -6.378 1.618  0.00
H55 5.726 -7.425 1.939  0.00
H56 5.752 -5.807 2.607  0.00

Forces on the atoms, in the same order (eV/Å):
-0.2 0.4 0.9
0.0 0.3 -0.2
0.5 -0.2 0.7
1.0 -0.6 -0.2
0.2 0.0 -0.6
-0.1 1.1 -1.9
-1.4 -1.2 -0.1
0.8 0.3 -0.7
2.0 -0.2 0.9
0.6 -0.4 0.0
1.1 1.4 1.2
-4.9 3.8 2.1
1.0 -1.1 -6.3
5.5 -4.5 2.7
-0.2 -2.7 0.2
-1.8 0.7 1.3
-0.2 0.2 -2.6
1.9 -0.6 -1.9
0.1 2.2 -0.4
-1.8 0.8 1.3
1.5 1.4 0.2
-2.3 -1.1 -0.4
2.0 0.9 0.9
0.1 -2.2 0.3
-1.6 0.6 1.8
0.5 2.0 1.5
1.1 -1.4 1.2
1.8 -1.2 -0.5
-1.5 -0.8 -1.7
-0.6 0.5 -2.3
-2.1 1.0 1.3
0.2 1.7 0.9
-1.1 -1.1 1.8
-2.1 0.1 -1.3
-0.1 0.2 0.0
-0.7 -0.6 -1.6
0.2 0.1 0.3
0.0 0.0 0.0
0.1 -0.3 -0.2
-0.5 1.8 0.8
2.6 -3.2 2.8
-2.7 2.0 -1.7
-0.2 0.0 -0.1
0.4 -0.7 -0.4
0.5 0.2 0.6
0.3 0.0 0.2
0.1 0.1 0.1
0.0 -0.1 0.2
0.1 0.2 -0.1
0.2 0.2 -0.2
0.0 0.0 0.0
0.0 0.1 -0.1
0.3 0.1 -0.2
0.1 0.1 -0.2
0.0 -0.2 0.1
0.2 -0.3 0.0
0.1 -0.1 -0.1
-0.1 0.1 -0.4
-0.2 -0.2 -0.3
-0.1 -0.2 0.1
-0.1 0.0 0.2
-0.2 0.3 0.2
0.0 0.4 0.0
0.0 0.0 -0.3
0.3 -1.9 0.2
0.0 0.3 0.0
0.0 0.0 0.0
0.0 -0.1 0.4
0.0 0.9 -1.9
-1.8 2.5 4.0
0.5 -2.1 -3.0
-0.1 -0.2 -0.1
0.1 -0.3 0.8
0.0 0.8 0.0
0.0 0.3 0.2
0.1 0.1 0.0
-0.2 0.1 0.1
0.2 0.0 -0.1
0.3 0.1 0.0
0.0 0.0 0.0
0.1 0.0 -0.1
0.3 0.1 0.1
0.2 0.0 -0.1
-0.2 0.0 0.1
0.0 0.0 0.4
0.1 -0.1 0.1
0.2 -0.3 -0.1
0.0 -0.4 0.1
-0.1 -0.1 0.1
-0.2 0.1 0.0
-0.1 0.2 -0.4
0.1 0.1 -0.3

Its spin multiplicity is 3. As for the HOMO-LUMO gap (spin up / spin down): 6.0 / 5.1 eV. Its LUMO energy (spin up / spin down) is 2.02 / 1.13 eV. The charge is -1. Its HOMO energy (spin up / spin down) is -3.954 / -3.954 eV.

=====

No. 4
Entry from the OMol25 dataset: 2 unconnected molecules or ions with the total composition C4H3O3S (ωB97M-V/def2-TZVPD).

Last column: natural (NBO) charge in e.
CARTESIAN COORDINATES (ANGSTROEM)
C1 0.461 0.086 0.134  -0.34
C2 0.853 -1.318 0.286  -0.55
C3 1.539 0.776 -0.167  0.02
C4 2.153 -1.281 -0.109  -0.12
O1 -3.333 0.574 1.132  -0.86
O2 -3.118 0.948 -1.213  -0.86
O3 2.582 -0.004 -0.301  -0.48
S1 -2.637 0.200 -0.077  1.68
H1 -0.519 0.502 0.228  0.12
H2 0.456 -2.300 0.284  0.21
H3 1.563 1.817 -0.197  0.16

Forces on the atoms, in the same order (eV/Å):
-2.2 -2.3 0.9
0.7 2.0 -1.2
-0.9 1.3 0.1
2.3 -3.1 0.3
0.7 -0.5 0.1
0.7 -0.4 -0.2
1.3 0.3 -0.4
-1.9 0.8 0.0
-0.1 0.5 0.3
-1.2 -0.3 0.4
0.7 1.6 -0.4

As for the HOMO-LUMO gap: 4.3 eV. Its LUMO energy is 1.82 eV. The charge is -1. For the energy above the lowest of the compared OMol25 structures with the same formula, charge and spin, the calculation gives 4.216 eV. Its HOMO energy is -2.458 eV.

=====

No. 5
Entry from the OMol25 dataset: 2 unconnected molecules or ions with the total composition C2BrO4 (ωB97M-V/def2-TZVPD).

Last column: natural (NBO) charge in e.
CARTESIAN COORDINATES (ANGSTROEM)
C1 -1.251 -0.900 -0.049  1.06
C2 0.933 1.067 0.096  0.87
O1 -1.460 -1.260 1.033  -0.60
O2 -1.410 -0.916 -1.199  -0.60
O3 1.632 2.017 0.096  -0.60
O4 -0.367 0.780 0.246  -0.73
Br1 1.922 -0.788 -0.223  -0.38

Forces on the atoms, in the same order (eV/Å):
-0.8 -0.3 -0.2
-5.1 -1.9 0.4
0.1 -0.6 2.0
0.2 0.0 -1.9
0.1 0.3 0.0
5.3 2.4 -0.3
0.2 0.1 0.0

As for the HOMO-LUMO gap: 9.3 eV. Its LUMO energy is 3.62 eV. The charge is -1. For the energy above the lowest of the compared OMol25 structures with the same formula, charge and spin, the calculation gives 0.989 eV. Its HOMO energy is -5.684 eV.

=====

The calculation returns the following F_max values, one per record and in order: 0.7; 4.0; 7.6; 3.9; 5.9 eV Å⁻¹.